No. 1
DFT (ωB97M-V/def2-TZVPD) results for C5H10O in the gas phase in a non-equilibrium geometry.

Last columns: bonded neighbours and bond lengths (Å).
Atoms and positions in Å:
1 C -1.4416 -0.9466 -1.2248  C2 1.544, H7 1.095, H8 1.108, H9 1.091
2 C -0.9097 -0.0072 -0.1213  C1 1.544, C3 1.831, H10 1.081, H11 1.111
3 C 0.8362 0.5330 -0.0158  C2 1.831, C4 1.532, C5 1.489, H12 1.131
4 C 0.7404 1.3515 1.2753  C3 1.532, H13 1.087, H14 1.096, H15 1.097
5 C 1.4427 -0.8268 -0.0314  C3 1.489, O6 1.211, H16 1.107
6 O 0.8420 -1.7832 0.4059  C5 1.211
7 H -0.8754 -1.8830 -1.2532  C1 1.095
8 H -2.4898 -1.2635 -1.0573  C1 1.108
9 H -1.4156 -0.4715 -2.2064  C1 1.091
10 H -1.4167 0.9479 -0.1133  C2 1.081
11 H -1.1587 -0.5121 0.8367  C2 1.111
12 H 1.4719 1.1607 -0.7092  C3 1.131
13 H 0.3327 0.7111 2.0529  C4 1.087
14 H 1.6366 1.8507 1.6620  C4 1.096
15 H 0.0155 2.1497 1.0740  C4 1.097
16 H 2.3898 -1.0106 -0.5743  C5 1.107

Results
* 2S+1: 1
* SMILES string: CC[C@@H](C)C=O
* LUMO: 0.90 eV
* DFT total energy: -271.68040 Ha
* HOMO energy: -9.61 eV
* energy above the lowest of the compared OMol25 structures with the same formula, charge and spin: 45.31 kcal per mole



No. 2
DFT (ωB97M-V/def2-TZVPD) results for a 2-piece molecular cluster, C29H35N3O6 overall in a non-equilibrium geometry.

Last columns: bonded neighbours and bond lengths (Å).
Atoms and positions in Å:
1 C 0.9806 -4.1109 1.7808  C2 1.508, H11 1.091, H12 1.094, H13 1.094
2 C -0.2749 -3.2887 1.6373  C1 1.508, O3 1.426, H14 1.100, H15 1.099
3 O 0.0401 -1.9040 1.7687  C2 1.426, C4 1.366
4 C -1.0837 -1.1347 1.6578  O3 1.366, C5 1.480, O10 1.219
5 C -0.7411 0.3002 1.7815  C4 1.480, C6 1.470, C7 1.442
6 C 0.6684 0.6957 1.9142  C5 1.470, H16 1.093, H17 1.101, H18 1.100
7 C -1.8264 1.2442 1.6818  C5 1.442, C8 1.528, O9 1.231
8 C -1.4756 2.7305 1.7259  C7 1.528, H19 1.096, H20 1.098, H21 1.097
9 O -2.9983 0.8871 1.5657  C7 1.231
10 O -2.1766 -1.6425 1.4752  C4 1.219
11 H 0.6982 -5.1601 1.6834  C1 1.091
12 H 1.7084 -3.8849 0.9956  C1 1.094
13 H 1.4461 -3.9779 2.7622  C1 1.094
14 H -0.7306 -3.4667 0.6523  C2 1.100
15 H -0.9987 -3.5674 2.4163  C2 1.099
16 H 1.2686 -0.2177 1.9481  C6 1.093
17 H 1.0050 1.3124 1.0672  C6 1.101
18 H 0.8443 1.2739 2.8333  C6 1.100
19 H -0.4082 2.9365 1.8690  C8 1.096
20 H -1.7898 3.2067 0.7878  C8 1.098
21 H -2.0389 3.2081 2.5375  C8 1.097
22 C 1.3515 8.7483 8.2846  N23 1.444, H50 1.092, H51 1.097, H52 1.097
23 N 0.8459 7.8052 7.3151  C22 1.444, C24 1.366, C47 1.460
24 C -0.0121 8.2129 6.3339  N23 1.366, O25 1.229, C26 1.524
25 O -0.4262 9.3613 6.1932  C24 1.229
26 C -0.3382 7.0002 5.4696  C24 1.524, C27 1.530, N34 1.467, H53 1.109
27 C 0.0836 7.2123 4.0148  C26 1.530, C28 1.516, H54 1.101, H55 1.101
28 C -0.6369 8.3751 3.3617  C27 1.516, C29 1.398, C33 1.397
29 C 0.0840 9.4878 2.9177  C28 1.398, C30 1.396, H56 1.093
30 C -0.5800 10.5724 2.3422  C29 1.396, C31 1.403, H57 1.092
31 C -1.9756 10.5394 2.2065  C30 1.403, C32 1.402, H58 1.090
32 C -2.6994 9.4253 2.6533  C31 1.402, C33 1.399, H59 1.092
33 C -2.0278 8.3427 3.2316  C28 1.397, C32 1.399, H60 1.093
34 N 0.3951 5.9271 6.1500  C26 1.467, C35 1.345, C47 1.473
35 C 0.3045 4.6519 5.7323  N34 1.345, C36 1.390, H61 1.094
36 C 0.9887 3.5893 6.3106  C35 1.390, C37 1.391, H62 1.090
37 C 0.9109 2.2511 5.9406  C36 1.391, C38 1.446, H63 1.097
38 C 1.6534 1.2089 6.6143  C37 1.446, C39 1.422, C46 1.430
39 C 2.5082 1.4995 7.7135  C38 1.422, C40 1.403, H64 1.088
40 C 3.2199 0.4815 8.3657  C39 1.403, N41 1.428, C44 1.405
41 N 4.0600 0.8381 9.4644  C40 1.428, O42 1.250, O43 1.254
42 O 4.6957 -0.0643 10.0510  N41 1.250
43 O 4.1298 2.0444 9.8015  N41 1.254
44 C 3.1164 -0.8594 7.9600  C40 1.405, C45 1.399, H65 1.087
45 C 2.2827 -1.1659 6.8797  C44 1.399, C46 1.399, H66 1.091
46 C 1.5672 -0.1627 6.2182  C38 1.430, C45 1.399, H67 1.092
47 C 1.1703 6.3815 7.3168  N23 1.460, N34 1.473, C48 1.537, C49 1.536
48 C 2.6831 6.2017 7.1105  C47 1.537, H68 1.100, H69 1.098, H70 1.093
49 C 0.6792 5.7446 8.6250  C47 1.536, H71 1.099, H72 1.092, H73 1.097
50 H 0.9503 9.7324 8.0315  C22 1.092
51 H 1.0328 8.4808 9.2997  C22 1.097
52 H 2.4476 8.7881 8.2591  C22 1.097
53 H -1.4293 6.8082 5.5214  C26 1.109
54 H 1.1700 7.3926 4.0010  C27 1.101
55 H -0.1114 6.2789 3.4649  C27 1.101
56 H 1.1676 9.4954 3.0599  C29 1.093
57 H -0.0039 11.4378 2.0084  C30 1.092
58 H -2.4971 11.3837 1.7546  C31 1.090
59 H -3.7865 9.3902 2.5580  C32 1.092
60 H -2.5712 7.4686 3.5997  C33 1.093
61 H -0.3669 4.4828 4.8859  C35 1.094
62 H 1.6480 3.8307 7.1443  C36 1.090
63 H 0.2451 1.9592 5.1194  C37 1.097
64 H 2.6384 2.5124 8.0890  C39 1.088
65 H 3.6889 -1.6087 8.5013  C44 1.087
66 H 2.2020 -2.2063 6.5626  C45 1.091
67 H 0.9172 -0.4088 5.3755  C46 1.092
68 H 2.9932 6.7558 6.2129  C48 1.100
69 H 3.2208 6.5888 7.9858  C48 1.098
70 H 2.9537 5.1521 6.9728  C48 1.093
71 H -0.3848 5.9856 8.7553  C49 1.099
72 H 0.7859 4.6578 8.6124  C49 1.092
73 H 1.2565 6.1442 9.4680  C49 1.097

Results
* 2S+1: 1
* LUMO: -3.08 eV
* DFT total energy: -1741.56178 Ha
* HOMO energy: -5.60 eV
* energy above the lowest of the compared OMol25 structures with the same formula, charge and spin: 13.10 kcal per mole